# 1
{
  "formula": "C25H60ClN7O5P2S2",
  "method": "wB97M-V/def2-TZVPD",
  "elements": ["Cl", "S", "S", "P", "P", "O", "O", "O", "O", "O", "N", "N", "N", "N", "N", "N", "N", "C", "C", "C", "C", "C", "C", "C", "C", "C", "C", "C", "C", "C", "C", "C", "C", "C", "C", "C", "C", "C", "C", "C", "C", "C", "H", "H", "H", "H", "H", "H", "H", "H", "H", "H", "H", "H", "H", "H", "H", "H", "H", "H", "H", "H", "H", "H", "H", "H", "H", "H", "H", "H", "H", "H", "H", "H", "H", "H", "H", "H", "H", "H", "H", "H", "H", "H", "H", "H", "H", "H", "H", "H", "H", "H", "H", "H", "H", "H", "H", "H", "H", "H", "H", "H"],
  "xyz": [[0.8186, -4.8035, -4.3575], [1.3729, 1.5942, -6.5735], [4.0924, 1.5171, -7.4463], [-1.4053, -1.7781, 5.7777], [-2.2551, 3.6273, 0.8996], [-0.7796, -0.7608, 4.8757], [3.0806, -6.2414, -4.9530], [-1.6301, 2.6852, -0.0805], [4.5394, -4.7893, -4.0490], [2.3692, -4.3859, -3.8718], [-0.8137, -1.3360, 7.3390], [-2.2165, 4.9960, 1.8964], [-2.8294, 2.5869, 2.1463], [-0.7479, -3.2214, 5.1053], [3.2953, 0.1148, -5.2795], [-3.4659, 4.3389, -0.1045], [-2.7399, -2.6184, 6.3929], [-1.7622, 1.7319, 2.6671], [-3.6435, -3.2754, 5.4499], [-0.4461, -3.1721, 3.6791], [4.6449, -1.8753, -4.5900], [0.3234, 0.1593, -6.3298], [3.3202, -5.2217, -4.3723], [3.6579, 0.8577, -4.0324], [1.4180, 1.7925, -3.2696], [-2.2068, 4.9797, 3.3568], [-4.8860, 4.2104, 0.1196], [-1.0959, 0.0627, 7.6415], [-4.0632, 1.8400, 1.9957], [0.1424, -4.1151, 5.8081], [0.5260, -1.6991, 7.7645], [4.4394, -0.7459, -5.6102], [2.8641, 2.1068, -3.6883], [-3.1495, 4.4043, -1.5253], [1.3510, 1.2319, -1.8458], [0.3152, -0.8065, -7.5409], [0.7175, -2.2317, -7.1451], [5.7072, -2.8507, -5.1160], [5.3552, -4.3404, -5.1577], [-1.8020, 6.2711, 1.3149], [3.0001, 0.9937, -6.3550], [-3.2947, -2.4663, 7.7358], [-2.0174, 5.9863, 3.7323], [6.6171, -2.7763, -4.5241], [-2.0370, 1.3324, 3.6437], [4.3252, -1.1829, -6.5997], [-5.1468, 4.4704, 1.1479], [1.7551, 0.2235, -1.7709], [-2.6216, -2.8907, 8.4781], [-3.4990, -1.4283, 8.0000], [0.7947, 2.6818, -3.3098], [0.5281, -2.7140, 3.4681], [-3.1739, 4.6624, 3.7421], [2.9333, 2.8836, -4.4471], [-1.4343, 4.3323, 3.7728], [-5.4270, 4.9148, -0.5174], [3.4870, 0.1731, -3.2029], [0.2977, 1.1719, -1.5748], [-4.2404, -3.0052, 7.8037], [-2.6166, 6.9963, 1.3805], [1.1473, -3.6933, 5.9378], [0.9905, -0.3890, -8.2835], [0.2456, -5.0489, 5.2503], [-3.6510, -4.3534, 5.6267], [-0.4532, -4.1860, 3.2713], [-4.6638, -2.8951, 5.5398], [-3.3657, 3.4654, -2.0512], [-0.4120, 0.7480, 7.1269], [-0.8411, 2.3055, 2.8049], [4.7255, 1.0976, -4.0213], [1.2365, -2.2275, -6.1897], [-0.9245, 6.6784, 1.8230], [-4.1659, 1.1450, 2.8307], [1.3006, -1.4133, 7.0401], [3.7012, -2.3477, -4.3312], [-0.6804, 0.5714, -6.2202], [1.0498, 1.0116, -3.9249], [-2.0969, 4.6337, -1.6781], [-1.5360, 0.8955, 1.9971], [4.9308, -4.6434, -6.1129], [-1.5394, 6.1610, 0.2649], [3.3374, 2.5129, -2.7906], [0.6024, -2.7659, 7.9674], [5.9857, -2.5569, -6.1291], [-4.1074, 1.2621, 1.0619], [6.2863, -4.8939, -5.0628], [-5.2597, 3.2033, -0.1074], [-0.1393, -2.8932, -7.0630], [-4.9337, 2.4923, 2.0534], [5.0339, -1.4290, -3.6772], [5.3726, -0.1760, -5.6105], [-0.6832, -0.8070, -7.9720], [-0.2648, -4.3891, 6.7840], [-1.0236, 0.2313, 8.7182], [-3.3312, -3.1100, 4.4210], [-3.7269, 5.2079, -1.9900], [0.5147, -0.3624, -5.3964], [1.4207, -2.6361, -7.8716], [-2.1150, 0.3239, 7.3419], [0.7489, -1.2076, 8.7127], [1.8449, 1.8821, -1.1258], [-1.2020, -2.6031, 3.1417]],
  "orbital_gap_ev": 8.01,
  "smiles": "CCCCN(CCCCOC(=O)OCl)C(=S)SCCC.CN(C)P(=O)(N(C)C)N(C)C.CN(C)P(=O)(N(C)C)N(C)C",
  "homo_energy_ev": -8.11
}



# 2
{
  "formula": "C25H35GeInN4O6SSe",
  "method": "wB97M-V/def2-TZVPD",
  "elements": ["In", "Se", "Ge", "S", "O", "O", "O", "O", "O", "O", "N", "N", "N", "N", "C", "C", "C", "C", "C", "C", "C", "C", "C", "C", "C", "C", "C", "C", "C", "C", "C", "C", "C", "C", "C", "C", "C", "C", "C", "H", "H", "H", "H", "H", "H", "H", "H", "H", "H", "H", "H", "H", "H", "H", "H", "H", "H", "H", "H", "H", "H", "H", "H", "H", "H", "H", "H", "H", "H", "H", "H", "H", "H", "H"],
  "xyz": [[-0.0280, 1.8902, 1.1540], [1.8255, 1.7450, -1.2712], [0.9312, -1.1151, -1.7481], [0.2351, 3.8301, 3.2741], [1.5799, 1.6267, -2.8549], [1.0348, 2.9966, -0.5109], [-2.4273, 3.2380, -2.3075], [3.3547, 1.6549, -0.7460], [-1.4392, 1.7850, -0.9114], [1.0510, 0.3503, -0.5261], [-3.0995, 3.2134, -0.2152], [2.3010, 1.7808, 1.9319], [0.1228, 0.6346, 3.4158], [-3.0416, 2.7892, 1.1127], [1.4949, 0.4931, 3.9231], [-0.2035, -5.4517, -2.6115], [-1.5326, 2.7862, -3.3616], [-2.2469, 2.6831, -1.1310], [-0.0825, -3.0986, 1.8490], [-2.9100, -0.7711, -3.3108], [0.3733, -2.4508, -0.4517], [-2.7051, -0.4255, -4.6426], [2.5379, 0.6388, 2.8150], [2.7380, -1.4062, -2.3310], [-0.3323, -4.7395, 0.0934], [-0.3738, 2.7789, 4.6334], [-0.8104, 1.3496, 4.2898], [0.2998, -2.1372, 0.8815], [2.0464, 3.7621, 3.4779], [0.1072, -4.1784, -2.2389], [-0.5892, -6.4051, -1.6396], [-1.4152, -0.2541, -5.1303], [-0.5251, -0.7747, -2.9513], [-0.3923, -4.3666, 1.4606], [2.7967, 3.1004, 2.3302], [-0.3266, -0.4218, -4.2856], [0.0558, -3.7780, -0.8745], [-1.8209, -0.9556, -2.4687], [-0.6515, -6.0560, -0.3243], [-1.8806, 1.8303, -3.7473], [-1.7686, 1.3851, 3.7694], [0.3904, 2.8030, 5.4081], [-1.9805, -1.2442, -1.4351], [-0.2671, -0.2675, 3.1681], [-0.9732, 0.8309, 5.2392], [2.5111, -0.2586, 2.1949], [-3.9169, -0.9157, -2.9363], [2.7285, 3.7300, 1.4448], [1.6386, -0.4755, 4.4045], [2.7653, -2.2244, -3.0523], [3.1585, -0.5080, -2.7784], [-1.2583, 0.0130, -6.1692], [-0.9455, -6.7844, 0.4240], [-0.1210, -2.8298, 2.9005], [2.7417, 1.5887, 1.0275], [-0.8383, -7.4127, -1.9471], [-0.1560, -5.7382, -3.6550], [-3.7836, 3.8863, -0.5109], [2.3846, 4.7933, 3.5564], [-3.2971, 3.5644, 1.7073], [-0.6865, -5.1116, 2.1928], [-3.5523, -0.2949, -5.3043], [3.3152, -1.6851, -1.4515], [3.5291, 0.6917, 3.2758], [0.3866, -3.4553, -2.9990], [2.2447, 3.2811, 4.4337], [3.8513, 3.0553, 2.6191], [0.6773, -0.2602, -4.6616], [1.6639, 1.2457, 4.6896], [-3.6949, 2.0308, 1.2634], [-1.2427, 3.2950, 5.0386], [0.5490, -1.1317, 1.2020], [-0.5214, 2.6805, -2.9839], [-1.5840, 3.5517, -4.1254]],
  "orbital_gap_ev": [7.42, 6.76],
  "charge": 1,
  "s2": 0.7527,
  "homo_energy_ev": [-9.75, -10.57],
  "multiplicity": 2
}



# 3
{
  "formula": "C24H40F3NO34S6",
  "method": "wB97M-V/def2-TZVPD",
  "elements": ["S", "S", "S", "S", "S", "S", "F", "F", "F", "O", "O", "O", "O", "O", "O", "O", "O", "O", "O", "O", "O", "O", "O", "O", "O", "O", "O", "O", "O", "O", "O", "O", "O", "O", "O", "O", "O", "O", "O", "O", "O", "O", "O", "N", "C", "C", "C", "C", "C", "C", "C", "C", "C", "C", "C", "C", "C", "C", "C", "C", "C", "C", "C", "C", "C", "C", "C", "C", "H", "H", "H", "H", "H", "H", "H", "H", "H", "H", "H", "H", "H", "H", "H", "H", "H", "H", "H", "H", "H", "H", "H", "H", "H", "H", "H", "H", "H", "H", "H", "H", "H", "H", "H", "H", "H", "H", "H", "H"],
  "xyz": [[-25.5300, -14.8159, 7.4564], [-19.0988, -18.3421, 11.3507], [-15.8627, -14.7196, 9.5613], [-22.7054, -18.8607, 9.2837], [-16.1689, -20.3793, 8.0495], [-19.8288, -12.0780, 6.3441], [-20.9426, -17.2242, 0.1892], [-16.4673, -13.1848, 3.2652], [-17.6463, -15.0693, 6.4379], [-13.7096, -12.6134, 4.6829], [-19.2971, -19.7311, 11.6427], [-19.3841, -17.9001, 9.9897], [-16.8466, -20.5158, 9.3418], [-18.5347, -12.3353, 7.3617], [-14.3016, -13.3733, 2.7252], [-15.7271, -16.0560, 8.9695], [-22.8947, -16.2613, -0.0484], [-18.9416, -17.5566, 5.8110], [-25.0742, -16.9973, -0.2343], [-23.8586, -18.0093, 9.2883], [-19.8887, -17.4262, 12.4557], [-19.8864, -15.7160, 6.4686], [-20.9749, -12.9399, 6.6174], [-20.6229, -16.7414, 4.5230], [-23.1208, -20.4867, 9.4741], [-25.1502, -15.0646, 8.8165], [-15.3441, -19.1790, 7.8456], [-12.2152, -12.5324, 3.0072], [-12.2687, -16.1828, 5.4073], [-20.1231, -10.5826, 6.9813], [-14.6325, -14.2433, 10.5183], [-22.1252, -18.7885, 10.8641], [-15.4513, -13.5958, 8.4187], [-17.1866, -14.4331, 10.1658], [-15.3166, -21.6883, 7.6162], [-17.6067, -17.7980, 11.8735], [-26.9372, -14.7312, 7.0322], [-24.6769, -13.4400, 6.9893], [-19.4308, -11.8743, 4.9425], [-17.1770, -20.5921, 6.7805], [-21.5768, -18.6396, 8.3734], [-23.8810, -17.3755, 1.5716], [-24.6095, -15.7629, 6.4193], [-13.6622, -17.8347, 6.0489], [-13.9021, -13.1217, 9.9898], [-22.4877, -17.4519, 1.9591], [-24.4066, -13.5446, 5.6175], [-15.3630, -21.9483, 6.2710], [-18.5794, -15.7171, 7.1455], [-19.9004, -16.6914, 5.5519], [-17.9636, -11.1325, 7.7334], [-18.3806, -17.2485, 7.0713], [-12.6839, -16.9713, 6.2154], [-14.4611, -18.0260, 4.8728], [-22.7620, -19.7293, 11.6968], [-14.8001, -13.4365, 4.9148], [-15.3642, -13.7847, 3.5619], [-23.0170, -20.9073, 10.7939], [-19.2292, -16.3111, 12.8187], [-18.9426, -9.9400, 7.4384], [-16.8071, -21.5703, 5.8947], [-24.0776, -16.7786, 0.3980], [-14.0741, -13.1565, 8.4363], [-21.8967, -16.5846, 0.8446], [-17.7325, -16.6652, 12.7394], [-23.9224, -15.0151, 5.4500], [-12.0294, -17.0877, 7.5872], [-13.3455, -12.8149, 3.4593], [-14.3239, -14.2608, 5.4457], [-22.2249, -19.9410, 12.6213], [-23.8094, -21.6479, 10.9026], [-25.2318, -13.2835, 4.9551], [-15.5203, -14.8613, 3.6306], [-17.2367, -16.8517, 13.6921], [-13.8987, -12.1592, 8.0329], [-17.3091, -17.4479, 7.0583], [-21.4337, -15.7531, 1.3758], [-12.8770, -13.2288, 10.3447], [-14.5979, -17.0545, 4.3980], [-22.8424, -15.1020, 5.5690], [-15.5785, -13.1476, 5.6210], [-19.4428, -15.5100, 12.1110], [-17.6669, -11.1255, 8.7822], [-17.2330, -15.8143, 12.2762], [-13.8504, -18.7637, 4.3524], [-23.6220, -19.1481, 12.0296], [-22.4441, -16.9456, 2.9233], [-19.5817, -16.0020, 13.8028], [-18.6341, -15.3706, 8.1775], [-16.9695, -21.0813, 4.9342], [-11.1457, -16.4505, 7.5534], [-13.4485, -13.8771, 7.9095], [-14.6577, -21.2385, 5.8388], [-17.1182, -11.0524, 7.0501], [-14.3800, -12.2523, 10.4412], [-24.2785, -15.4874, 4.5344], [-13.9754, -18.3718, 6.8448], [-18.5892, -9.3447, 6.5965], [-12.6371, -16.6307, 8.3682], [-15.4782, -18.2813, 5.1705], [-17.4975, -22.4056, 6.0117], [-22.0286, -18.4348, 2.0652], [-23.6008, -12.8227, 5.4843], [-22.0709, -21.4484, 10.8113], [-14.9786, -22.9629, 6.1670], [-11.8767, -18.1083, 7.9381], [-19.2378, -9.2415, 8.2213], [-18.7364, -17.8750, 7.8892]],
  "orbital_gap_ev": 9.64,
  "smiles": "O=C1OC[C@@H](F)O1.O=C1OC[C@@H](F)O1.O=C1OC[C@@H](F)O1.O=S1(=O)OCCO1.O=S1(=O)OCCO1.O=S1(=O)OCCO1.O=S1(=O)OCCO1.O=S1(=O)OCCO1.O=S1(=O)OCCO1.CNC(C)=O",
  "homo_energy_ev": -9.94
}



E_tot: -100333.52642; -182602.91451; -169795.95105 (eV)